1.
{
  "formula": "HN2O3",
  "method": "ωB97M-V/def2-TZVPD",
  "symbols": ["N", "N", "O", "O", "O", "H"],
  "xyz": [[-0.680, 0.412, 2.683], [-0.330, 1.378, 2.089], [-0.937, 2.198, 1.415], [0.317, 0.290, -0.917], [-0.154, -0.565, 3.178], [-0.164, 1.114, -1.012]],
  "nbo_charge": [0.17, 0.16, -0.52, -0.75, -0.48, 0.41],
  "e_tot_ev": -9132.707,
  "lumo_ev": [3.98, 2.13],
  "homo_ev": [-3.91, -2.30],
  "fmax_ha_per_bohr": 0.05259,
  "spin_multiplicity": 1,
  "orbital_gap_ev": [7.89, 4.43],
  "e_above_lowest_kcal_mol": 66.6,
  "charge": -1
}



2.
{
  "formula": "C4H12NO",
  "method": "ωB97M-V/def2-TZVPD",
  "symbols": ["N", "C", "O", "H", "H", "H", "H", "C", "C", "C", "H", "H", "H", "H", "H", "H", "H", "H"],
  "xyz": [[-2.104, 0.975, -2.140], [-1.479, -0.295, -1.635], [-0.580, -0.146, -0.661], [-1.332, 1.539, -2.487], [-2.426, 1.465, -1.309], [-2.358, -0.922, -1.340], [-1.064, -0.757, -2.564], [1.286, 1.092, 1.411], [1.876, -0.302, 1.185], [0.893, -1.382, 1.632], [0.337, 1.132, 0.874], [1.966, 1.871, 1.055], [1.118, 1.255, 2.483], [2.822, -0.405, 1.735], [2.089, -0.411, 0.121], [1.292, -2.400, 1.601], [0.595, -1.167, 2.667], [0.001, -1.317, 0.993]],
  "nbo_charge": [-0.91, 0.14, -0.97, 0.33, 0.33, 0.06, 0.06, -0.62, -0.38, -0.63, 0.28, 0.18, 0.17, 0.15, 0.21, 0.18, 0.17, 0.29],
  "e_tot_ev": -7880.103,
  "lumo_ev": 4.32,
  "homo_ev": -2.72,
  "fmax_ha_per_bohr": 0.00785,
  "spin_multiplicity": 1,
  "orbital_gap_ev": 7.04,
  "e_above_lowest_kcal_mol": 0.4,
  "charge": -1
}



3.
{
  "formula": "C5H10N7",
  "method": "ωB97M-V/def2-TZVPD",
  "symbols": ["C", "C", "C", "C", "C", "N", "N", "N", "N", "N", "N", "N", "H", "H", "H", "H", "H", "H", "H", "H", "H", "H"],
  "xyz": [[-0.142, 4.909, -2.106], [0.376, -1.449, 1.204], [0.415, -0.047, 0.925], [-0.231, 2.711, -1.217], [0.230, -3.802, 1.526], [-0.326, 5.693, -2.914], [-0.824, 2.234, -2.210], [-0.532, -2.985, -0.486], [-0.005, -2.611, 0.718], [0.106, 4.035, -1.128], [0.184, 1.962, -0.071], [0.006, 0.686, -0.069], [0.834, -1.601, 2.176], [0.899, 0.487, 1.753], [0.561, -4.609, 0.873], [0.989, -3.637, 2.285], [-0.696, -4.107, 2.021], [-1.023, 1.244, -2.188], [-1.210, -3.733, -0.419], [0.542, 4.408, -0.296], [0.656, 2.430, 0.714], [-0.810, -2.220, -1.091]],
  "lowdin_spin": [0.00, 0.16, 0.30, 0.02, 0.02, 0.00, 0.12, 0.19, 0.36, -0.01, 0.38, 0.39, 0.01, 0.01, 0.01, 0.00, 0.01, 0.01, 0.01, 0.00, 0.01, 0.01],
  "e_tot_ev": -15765.439,
  "s_squared": 2.014,
  "lumo_ev": [-2.91, -7.44],
  "homo_ev": [-11.18, -13.00],
  "fmax_ha_per_bohr": 0.09576,
  "spin_multiplicity": 3,
  "orbital_gap_ev": [8.27, 5.56],
  "charge": 1
}



4.
{
  "formula": "CH4NO2S",
  "method": "ωB97M-V/def2-TZVPD",
  "symbols": ["C", "S", "N", "O", "O", "H", "H", "H", "H"],
  "xyz": [[-1.067, -0.300, 0.701], [0.219, 0.363, -0.629], [1.864, 0.180, 0.339], [-0.167, 1.774, -0.865], [0.137, -0.535, -1.764], [-0.745, 0.319, 1.613], [-1.986, -0.165, 0.280], [-0.720, -1.285, 0.717], [2.465, -0.349, -0.391]],
  "nbo_charge": [-0.81, 2.08, -1.19, -1.00, -1.01, 0.23, 0.20, 0.21, 0.30],
  "e_tot_ev": -17521.018,
  "lumo_ev": 4.31,
  "homo_ev": -3.20,
  "fmax_ha_per_bohr": 0.10707,
  "spin_multiplicity": 1,
  "orbital_gap_ev": 7.51,
  "smiles": "C[S@](=N)(=O)[O-]",
  "e_above_lowest_kcal_mol": 92.5,
  "charge": -1
}



5.
{
  "formula": "C27H43BF6IrN6O7S5SeSi",
  "method": "ωB97M-V/def2-TZVPD",
  "symbols": ["Ir", "F", "C", "F", "F", "S", "O", "O", "N", "S", "O", "O", "C", "F", "F", "F", "C", "N", "C", "C", "N", "B", "N", "C", "C", "N", "C", "C", "S", "C", "S", "H", "H", "H", "H", "H", "H", "H", "H", "H", "H", "H", "H", "Se", "C", "C", "C", "N", "C", "C", "H", "H", "H", "H", "C", "C", "C", "C", "O", "Si", "S", "O", "C", "C", "C", "C", "O", "C", "C", "C", "C", "H", "H", "H", "H", "H", "H", "H", "H", "H", "H", "H", "H", "H", "H", "H", "H", "H", "H", "H", "H", "H", "H", "H", "H", "H", "H", "H"],
  "xyz": [[1.868, -0.499, -0.232], [7.096, -0.567, -1.799], [6.153, 0.380, -1.689], [6.547, 1.179, -0.701], [6.139, 1.052, -2.835], [4.524, -0.519, -1.333], [4.354, -0.361, 0.091], [4.779, -1.813, -1.857], [3.374, 0.243, -2.092], [3.185, 1.693, -1.502], [2.281, 1.756, -0.385], [4.400, 2.414, -1.350], [2.292, 2.429, -2.975], [1.969, 3.713, -2.820], [3.075, 2.340, -4.048], [1.176, 1.752, -3.223], [1.304, -5.271, -1.809], [1.545, -5.216, -0.396], [1.379, -6.204, 0.525], [1.734, -5.678, 1.727], [2.107, -4.378, 1.555], [2.236, -3.434, 2.787], [3.284, -2.305, 2.620], [4.622, -2.389, 2.866], [5.134, -1.132, 2.932], [4.096, -0.269, 2.734], [4.183, 1.162, 2.691], [2.989, -1.005, 2.515], [1.445, -0.317, 2.217], [1.991, -4.108, 0.248], [2.511, -2.771, -0.699], [0.710, -6.152, -2.043], [2.248, -5.305, -2.354], [0.772, -4.369, -2.114], [1.017, -7.178, 0.266], [1.743, -6.134, 2.694], [2.567, -4.091, 3.717], [1.171, -2.919, 2.926], [5.114, -3.331, 2.999], [6.132, -0.788, 3.102], [4.891, 1.467, 1.920], [4.499, 1.543, 3.664], [3.202, 1.567, 2.445], [-0.824, -2.378, 0.544], [-2.101, -3.056, -0.711], [-3.094, -2.214, -1.206], [-4.042, -2.742, -2.065], [-4.053, -4.006, -2.454], [-3.114, -4.806, -1.979], [-2.120, -4.393, -1.107], [-3.107, -1.178, -0.916], [-4.837, -2.122, -2.461], [-3.172, -5.835, -2.313], [-1.385, -5.087, -0.731], [-4.011, 2.071, 2.178], [-3.524, 0.689, 1.744], [-2.464, 0.166, 2.707], [-4.716, -0.267, 1.668], [-2.984, 0.773, 0.421], [-1.724, 1.551, -0.231], [-0.485, -0.063, -1.058], [-1.017, 2.444, 0.891], [-0.417, 3.725, 1.025], [-1.506, 4.760, 1.315], [0.325, 4.109, -0.246], [0.548, 3.598, 2.204], [-2.150, 2.431, -1.512], [-3.189, 2.415, -2.490], [-4.235, 3.444, -2.056], [-3.818, 1.032, -2.613], [-2.563, 2.796, -3.833], [-4.392, 2.029, 3.194], [-4.802, 2.416, 1.518], [-3.187, 2.772, 2.132], [-2.833, 0.202, 3.728], [-1.564, 0.767, 2.626], [-2.206, -0.862, 2.460], [-5.186, -0.335, 2.645], [-4.396, -1.258, 1.356], [-5.448, 0.105, 0.953], [-2.227, 4.769, 0.504], [-1.056, 5.745, 1.403], [-2.019, 4.533, 2.244], [-0.347, 4.038, -1.095], [1.149, 3.425, -0.391], [0.715, 5.119, -0.174], [-0.006, 3.412, 3.121], [1.140, 4.501, 2.314], [1.207, 2.752, 2.024], [-4.580, 3.207, -1.052], [-5.082, 3.430, -2.735], [-3.805, 4.443, -2.049], [-4.292, 0.750, -1.680], [-3.045, 0.307, -2.850], [-4.559, 1.038, -3.407], [-2.075, 3.765, -3.777], [-3.335, 2.835, -4.598], [-1.826, 2.048, -4.112]],
  "lowdin_spin": [0.03, 0.00, 0.00, 0.00, 0.00, 0.00, 0.00, 0.00, 0.00, 0.00, 0.00, 0.00, 0.00, 0.00, 0.00, 0.01, 0.00, 0.00, 0.00, 0.00, 0.01, 0.00, 0.00, 0.00, 0.00, 0.00, 0.00, 0.00, 0.00, 0.00, 0.01, 0.00, 0.00, 0.00, 0.00, 0.00, 0.00, 0.00, 0.00, 0.00, 0.00, 0.00, 0.00, 0.61, 0.04, 0.01, 0.00, 0.02, 0.00, 0.03, 0.00, 0.00, 0.00, 0.00, 0.00, 0.00, 0.00, 0.00, 0.00, 0.02, 0.19, 0.00, 0.00, 0.00, 0.00, 0.00, 0.00, 0.00, 0.00, 0.00, 0.00, 0.00, 0.00, 0.00, 0.00, 0.00, 0.00, 0.00, 0.00, 0.00, 0.00, 0.00, 0.00, 0.00, 0.00, 0.00, 0.00, 0.00, 0.00, 0.00, 0.00, 0.00, 0.00, 0.00, 0.00, 0.00, 0.00, 0.00],
  "e_tot_ev": -199194.317,
  "s_squared": 0.759,
  "lumo_ev": [-1.67, -1.67],
  "homo_ev": [-7.18, -7.53],
  "fmax_ha_per_bohr": 0.06211,
  "spin_multiplicity": 2,
  "orbital_gap_ev": [5.51, 5.86],
  "e_above_lowest_kcal_mol": 81.9
}



6.
{
  "formula": "C4H9ClN2",
  "method": "ωB97M-V/def2-TZVPD",
  "symbols": ["C", "C", "C", "C", "N", "N", "Cl", "H", "H", "H", "H", "H", "H", "H", "H", "H"],
  "xyz": [[0.357, -0.608, -0.576], [-1.755, -0.631, 0.773], [-1.153, -0.666, -0.649], [2.486, 0.281, -0.634], [1.140, 0.357, -0.822], [2.785, 1.739, 0.515], [3.224, -1.069, 0.154], [0.699, -1.512, -0.115], [-1.640, -1.712, 1.092], [-1.248, -0.042, 1.520], [-2.743, -0.389, 0.674], [-1.273, -1.472, -1.340], [-1.389, 0.178, -1.135], [2.923, 0.747, -1.535], [1.927, 2.261, 0.576], [2.823, 1.302, 1.437]],
  "nbo_charge": [0.18, -0.59, -0.45, 0.08, -0.46, -0.84, -0.02, 0.14, 0.20, 0.22, 0.22, 0.22, 0.21, 0.23, 0.34, 0.33],
  "e_tot_ev": -19793.977,
  "lumo_ev": 0.86,
  "homo_ev": -9.25,
  "fmax_ha_per_bohr": 0.11169,
  "spin_multiplicity": 1,
  "orbital_gap_ev": 10.10,
  "e_above_lowest_kcal_mol": 45.0
}